[1]
A structure of composition C48H47Cl3N11O4RbS3, computed with ωB97M-V/def2-TZVPD.

```
117
C48H47Cl3N11O4RbS3, DFT ωB97M-V/def2-TZVPD
Rb 1.599 0.880 1.931
C 3.257 -0.553 -5.395
O 2.741 -1.817 -5.776
C 2.387 -2.786 -4.878
C 2.242 -4.044 -5.462
C 1.913 -5.157 -4.715
C 1.714 -5.023 -3.348
C 1.822 -3.776 -2.765
C 2.155 -2.638 -3.504
N 2.217 -1.368 -2.882
C 2.446 -1.143 -1.522
N 3.394 -1.936 -0.996
C 3.848 -2.128 0.354
C 3.424 -1.355 1.424
C 4.029 -1.703 2.650
C 4.958 -2.721 2.798
C 5.344 -3.476 1.691
C 4.782 -3.174 0.464
O 5.090 -3.848 -0.707
C 6.002 -4.917 -0.621
N 1.858 -0.176 -0.890
C 0.793 0.501 -1.465
C 0.851 1.899 -1.526
C -0.161 2.654 -2.096
C -1.293 2.029 -2.600
C -1.401 0.648 -2.501
C -0.388 -0.111 -1.932
O -0.541 -1.477 -1.915
C -0.507 -2.080 -0.620
H 3.647 -0.120 -6.314
H 4.061 -0.642 -4.664
H 2.480 0.109 -5.009
H 2.420 -4.116 -6.527
H 1.823 -6.121 -5.197
H 1.458 -5.879 -2.737
H 1.643 -3.664 -1.705
H 1.604 -0.676 -3.280
H 3.840 -2.554 -1.656
H 3.766 -1.140 3.547
H 5.394 -2.943 3.767
H 6.066 -4.273 1.799
H 6.098 -5.322 -1.626
H 5.636 -5.699 0.050
H 6.982 -4.580 -0.271
H 1.747 2.372 -1.140
H -0.058 3.731 -2.158
H -2.087 2.603 -3.060
H -2.270 0.131 -2.886
H -0.580 -3.153 -0.786
H -1.358 -1.739 -0.027
H 0.417 -1.851 -0.085
N -0.477 -1.234 4.710
C 0.647 -0.769 5.323
N 1.359 0.226 4.894
C 2.401 0.488 5.761
C 2.475 -0.312 6.851
S 1.179 -1.448 6.837
C 3.392 1.512 5.408
C 4.196 2.174 6.275
S 5.328 3.143 5.407
C 4.614 2.583 3.924
N 3.614 1.780 4.073
N 5.069 3.002 2.696
H -0.670 -0.864 3.784
H -0.690 -2.209 4.838
H 3.239 -0.345 7.608
H 4.192 2.148 7.351
H 6.028 3.308 2.665
H 4.838 2.353 1.955
Cl -3.786 -4.736 -2.527
C -4.421 -3.401 -1.623
C -3.934 -2.125 -1.850
C -4.440 -1.070 -1.109
C -5.436 -1.261 -0.160
C -5.969 -0.096 0.646
C -5.332 -0.004 2.033
N -3.910 0.278 2.003
C -3.342 1.525 1.933
C -1.999 1.329 2.019
N -1.720 -0.013 2.141
C -2.890 -0.607 2.115
O -5.731 1.143 0.015
C -6.604 1.393 -1.083
C -6.157 2.648 -1.755
C -5.548 2.714 -2.971
Cl -5.180 1.405 -4.018
S -5.164 4.318 -3.442
C -5.800 4.935 -1.973
C -6.293 3.949 -1.183
C -5.897 -2.558 0.041
Cl -7.131 -2.878 1.233
C -5.403 -3.634 -0.675
H -3.151 -1.967 -2.578
H -4.054 -0.069 -1.261
H -7.047 -0.237 0.798
H -5.493 -0.935 2.575
H -5.820 0.801 2.583
H -3.939 2.413 1.829
H -1.226 2.078 2.050
H -3.062 -1.669 2.193
H -7.629 1.507 -0.707
H -6.589 0.556 -1.786
H -5.789 5.996 -1.788
H -6.748 4.124 -0.219
H -5.777 -4.632 -0.498
C -0.066 6.545 -0.773
N 0.674 5.718 0.155
C 1.936 5.955 0.642
C 2.232 4.893 1.444
N 1.181 4.008 1.460
C 0.272 4.537 0.680
H -0.099 7.574 -0.419
H -1.084 6.167 -0.846
H 0.389 6.522 -1.764
H 2.491 6.837 0.377
H 3.132 4.707 2.006
H -0.686 4.103 0.441
```

Calculated values
HOMO energy   -5.6070 eV
Calculated total energy   -145847.699 eV
HOMO-LUMO gap   5.71 eV
F_max   0.24 eV/Å
Spin multiplicity   1
Energy relative to the best compared isomer or geometry (same formula, charge and spin)   68.49 kJ/mol

***

[2]
A structure of composition C48H49AsBr2N3O2P2Re in a non-equilibrium geometry, computed with ωB97M-V/def2-TZVPD.

```
108
C48H49AsBr2N3O2P2Re, DFT ωB97M-V/def2-TZVPD
Re 0.189 -0.499 0.011
Br -4.019 -5.699 0.928
C -2.864 -4.257 0.796
C -3.179 -3.034 1.366
C -2.303 -1.990 1.202
N -1.159 -2.080 0.491
C -0.813 -3.311 0.016
C -1.644 -4.397 0.148
C 0.543 -3.421 -0.552
C 1.076 -4.588 -1.047
C 2.394 -4.596 -1.495
Br 3.109 -6.144 -2.224
C 3.159 -3.444 -1.390
C 2.563 -2.310 -0.893
N 1.271 -2.284 -0.505
H -4.091 -2.892 1.931
H -2.516 -1.044 1.664
H -1.354 -5.366 -0.235
H 0.492 -5.496 -1.103
H 4.195 -3.426 -1.698
H 3.117 -1.385 -0.794
C -0.305 0.015 3.401
C -1.049 1.236 2.864
P -1.241 1.349 1.020
C -0.966 3.112 0.733
C -1.970 3.910 0.192
C -1.784 5.283 0.104
C -0.598 5.858 0.536
C 0.419 5.056 1.049
C 0.237 3.688 1.146
C -3.019 1.139 0.712
C -3.941 1.718 1.587
C -5.302 1.574 1.354
C -5.753 0.859 0.249
C -4.839 0.299 -0.636
C -3.478 0.440 -0.404
P 1.070 -0.584 2.371
C 2.511 0.421 2.706
C 3.757 -0.048 2.293
C 4.904 0.643 2.633
C 4.812 1.826 3.355
C 3.575 2.304 3.760
C 2.421 1.601 3.446
C 1.450 -2.216 3.071
C 2.586 -2.397 3.865
C 2.813 -3.621 4.484
C 1.922 -4.670 4.316
C 0.782 -4.494 3.539
C 0.544 -3.274 2.925
H -0.978 -0.838 3.494
H 0.095 0.199 4.399
H -0.577 2.162 3.173
H -2.052 1.241 3.286
H -2.906 3.479 -0.144
H -2.576 5.907 -0.298
H -0.462 6.931 0.474
H 1.351 5.500 1.383
H 1.042 3.067 1.536
H -3.611 2.306 2.436
H -6.010 2.032 2.036
H -6.817 0.749 0.073
H -5.192 -0.245 -1.511
H -2.768 0.009 -1.094
H 3.829 -0.977 1.738
H 5.872 0.268 2.324
H 5.712 2.374 3.606
H 3.504 3.212 4.348
H 1.467 1.955 3.824
H 3.288 -1.589 4.015
H 3.689 -3.748 5.110
H 2.106 -5.622 4.800
H 0.073 -5.307 3.425
H -0.369 -3.138 2.363
O 3.769 1.468 -0.611
C 2.611 1.547 -0.895
O 1.752 0.515 -0.636
C 2.136 2.727 -1.702
C 3.108 3.646 -2.085
C 2.718 4.748 -2.826
C 1.378 4.904 -3.128
C 0.482 3.938 -2.694
N 0.844 2.845 -2.011
H 4.136 3.473 -1.799
H 3.449 5.475 -3.158
H 1.026 5.756 -3.699
H -0.579 4.053 -2.895
C -2.731 -2.324 -2.664
C -1.300 -2.106 -3.174
As -0.491 -0.405 -2.628
C -1.444 0.814 -3.820
C -2.811 1.338 -3.391
C 1.231 -0.449 -3.556
C 1.193 -1.141 -4.922
H -3.089 -3.309 -2.969
H -3.417 -1.587 -3.083
H -2.803 -2.262 -1.576
H -1.295 -2.088 -4.261
H -0.638 -2.913 -2.867
H -1.520 0.237 -4.739
H -0.756 1.626 -4.003
H -3.567 0.554 -3.383
H -3.142 2.095 -4.102
H -2.780 1.796 -2.402
H 1.962 -0.922 -2.911
H 1.525 0.594 -3.659
H 0.947 -2.198 -4.843
H 2.177 -1.066 -5.386
H 0.482 -0.670 -5.601
```

Calculated values
Charge   +3
HOMO energy (spin up / spin down)   -16.1555 / -16.1149 eV
Calculated total energy   -280746.771 eV
Expectation value of S²   3.78
HOMO-LUMO gap (spin up / spin down)   7.44 / 6.00 eV
F_max   1.83 eV/Å
Spin multiplicity   4

***

[3]
A structure of composition C48H49F10N6OSbSi2SrTe in a non-equilibrium geometry, computed with ωB97M-V/def2-TZVPD.

```
119
C48H49F10N6OSbSi2SrTe, DFT ωB97M-V/def2-TZVPD
Sr -1.826 20.359 12.508
C -6.660 19.728 12.743
C -5.264 19.620 12.825
N -4.466 20.629 12.918
C -5.018 21.849 13.081
C -6.400 21.972 12.979
N -7.197 20.947 12.800
C -4.054 22.917 13.458
C -4.391 24.241 13.493
C -3.452 25.189 13.904
C -2.194 24.752 14.362
C -1.954 23.345 14.327
N -2.885 22.497 13.873
C -0.685 22.828 14.928
C 0.215 23.636 15.674
N 1.371 23.149 16.114
C 1.600 21.870 15.820
C 0.627 21.015 15.249
N -0.507 21.531 14.804
C -3.711 26.636 14.025
C -3.608 27.482 12.943
C -3.715 28.847 13.217
N -3.948 29.361 14.414
C -4.021 28.546 15.496
C -3.898 27.176 15.343
H -7.308 18.916 12.664
H -4.850 18.611 12.791
H -6.846 22.934 13.105
H -5.384 24.565 13.129
H -1.548 25.419 14.861
H -0.104 24.648 16.050
H 2.584 21.489 15.999
H 0.927 19.981 15.049
H -3.542 27.050 11.932
H -3.721 29.607 12.412
H -4.108 29.019 16.470
H -3.864 26.511 16.188
F -2.481 18.106 12.796
C -3.529 16.226 9.986
Si -4.419 17.036 8.535
C -3.520 16.948 6.894
C -6.072 16.213 8.453
C -4.752 18.850 9.185
Te -3.130 20.265 9.258
C -4.265 22.018 9.347
Si -3.412 23.658 9.147
C -2.263 23.714 7.646
C -4.909 24.763 8.929
C -2.448 24.288 10.601
H -2.881 15.427 9.619
H -4.197 15.876 10.775
H -2.887 16.932 10.550
H -2.985 16.004 6.842
H -2.834 17.785 6.732
H -4.195 16.928 6.123
H -5.967 15.193 8.076
H -6.727 16.649 7.708
H -6.507 16.239 9.447
H -5.092 18.752 10.186
H -5.548 19.278 8.617
H -4.880 22.228 10.283
H -4.988 21.832 8.529
H -2.821 23.604 6.733
H -1.444 23.045 7.634
H -1.777 24.773 7.548
H -5.255 24.790 7.880
H -4.515 25.785 9.117
H -5.733 24.734 9.671
H -1.881 23.490 11.121
H -3.132 24.674 11.345
H -1.783 25.153 10.226
C -3.376 17.370 20.258
C -3.756 18.584 19.693
C -3.658 18.730 18.304
C -3.275 17.669 17.499
C -2.877 16.458 18.087
C -2.939 16.301 19.455
Sb -2.865 18.146 15.420
C -0.846 17.525 15.238
C -0.049 17.457 14.078
C 1.328 17.587 14.117
C 1.974 17.777 15.318
C 1.250 17.734 16.484
C -0.140 17.613 16.485
C -4.288 16.536 14.791
C -5.510 16.541 15.442
C -6.589 15.743 15.066
C -6.439 14.806 14.051
C -5.183 14.784 13.372
C -4.151 15.668 13.730
H -3.543 17.228 21.344
H -4.085 19.341 20.332
H -3.758 19.707 17.870
H -2.510 15.716 17.393
H -2.659 15.385 19.960
H -0.555 17.222 13.105
H 1.894 17.524 13.156
H 3.083 17.904 15.370
H 1.796 17.917 17.428
H -0.667 17.599 17.397
H -5.613 17.250 16.343
H -7.595 15.896 15.646
H -7.230 14.146 13.758
H -5.096 14.094 12.539
H -3.192 15.747 13.147
F 1.106 19.078 11.618
C 1.886 20.168 11.634
F 3.050 19.882 11.006
F 2.181 20.456 12.879
C 1.046 21.366 10.912
O -0.210 21.514 11.414
C 0.936 21.091 9.414
F 0.136 21.978 8.894
F 2.099 21.093 8.752
F 0.353 19.869 9.209
C 1.885 22.647 11.107
F 1.576 23.609 10.207
F 1.622 23.118 12.351
F 3.181 22.445 10.994
```

Calculated values
HOMO energy   -7.9530 eV
Calculated total energy   -119159.936 eV
HOMO-LUMO gap   6.93 eV
F_max   3.04 eV/Å
Spin multiplicity   1
Energy relative to the best compared isomer or geometry (same formula, charge and spin)   0.00 kJ/mol

***

[4]
A structure of composition C48H49N8O3ReSi in a non-equilibrium geometry, computed with ωB97M-V/def2-TZVPD.

```
110
C48H49N8O3ReSi, DFT ωB97M-V/def2-TZVPD
Re 15.281 12.889 9.402
C 16.180 14.385 12.250
N 15.137 13.379 11.910
C 13.769 13.826 12.258
C 13.077 14.297 11.012
N 13.540 14.049 9.791
C 12.588 14.530 8.898
C 12.579 14.538 7.515
C 11.472 15.102 6.885
C 10.390 15.632 7.620
C 10.409 15.624 9.016
C 11.542 15.087 9.631
N 11.904 14.920 10.961
C 16.412 15.235 11.049
N 15.960 14.897 9.838
C 16.452 15.856 8.955
C 16.298 16.004 7.574
C 16.929 17.081 6.985
C 17.718 17.974 7.724
C 17.865 17.852 9.090
C 17.216 16.768 9.690
N 17.145 16.339 10.998
H 15.927 14.986 13.114
H 17.095 13.855 12.440
H 15.356 12.511 12.384
H 13.199 13.016 12.684
H 13.796 14.626 12.995
H 13.413 14.155 6.931
H 11.445 15.176 5.812
H 9.558 16.072 7.072
H 9.589 16.015 9.604
H 11.372 15.207 11.764
H 15.696 15.311 6.994
H 16.848 17.229 5.909
H 18.219 18.781 7.212
H 18.475 18.513 9.673
H 17.648 16.716 11.783
O 17.205 12.969 8.833
Si 18.810 13.007 9.078
C 19.335 13.654 10.740
C 19.201 12.852 11.874
C 19.675 13.275 13.108
C 20.333 14.501 13.211
C 20.507 15.305 12.098
C 19.953 14.908 10.888
C 19.549 14.072 7.727
C 18.889 14.451 6.549
C 19.526 15.158 5.551
C 20.888 15.460 5.685
C 21.583 15.085 6.841
C 20.908 14.394 7.833
C 19.445 11.241 8.967
C 18.998 10.370 7.953
C 19.632 9.171 7.659
C 20.780 8.824 8.366
C 21.284 9.664 9.355
C 20.593 10.826 9.698
H 18.761 11.864 11.817
H 19.575 12.659 13.988
H 20.735 14.813 14.173
H 21.033 16.241 12.152
H 20.082 15.561 10.041
H 17.870 14.124 6.413
H 19.036 15.436 4.633
H 21.418 15.973 4.898
H 22.640 15.280 6.933
H 21.463 14.082 8.712
H 18.188 10.722 7.306
H 19.303 8.511 6.849
H 21.290 7.907 8.100
H 22.209 9.418 9.868
H 20.989 11.463 10.476
C 16.185 7.408 7.935
N 16.151 8.683 8.669
C 16.734 8.857 9.998
C 16.343 10.288 10.282
O 16.528 10.946 11.282
N 15.748 10.823 9.154
C 15.655 9.819 8.222
N 15.136 10.004 7.016
H 16.961 6.801 8.399
H 16.445 7.556 6.881
H 15.239 6.896 8.005
H 17.819 8.721 9.983
H 16.320 8.165 10.738
H 14.901 10.933 6.713
H 15.125 9.292 6.309
C 8.539 7.101 9.630
C 9.516 8.225 9.522
C 10.747 8.182 10.187
C 11.675 9.193 10.071
C 12.987 9.014 10.758
C 11.396 10.331 9.232
C 12.279 11.389 8.939
O 13.446 11.554 9.411
C 10.113 10.396 8.610
C 9.643 11.555 7.791
C 9.231 9.327 8.740
H 8.864 6.388 10.386
H 8.453 6.571 8.688
H 7.532 7.479 9.873
H 10.986 7.313 10.797
H 13.006 8.079 11.308
H 13.237 9.803 11.474
H 13.796 8.997 10.027
H 11.971 12.135 8.199
H 10.196 11.671 6.863
H 9.719 12.491 8.355
H 8.578 11.412 7.557
H 8.262 9.392 8.262
```

Calculated values
Charge   +3
HOMO energy (spin up / spin down)   -14.7770 / -14.7771 eV
Calculated total energy   -78623.514 eV
Expectation value of S²   3.77
HOMO-LUMO gap (spin up / spin down)   5.85 / 5.20 eV
F_max   4.42 eV/Å
Spin multiplicity   4
Energy relative to the best compared isomer or geometry (same formula, charge and spin)   96.37 kJ/mol

***

- spin multiplicity of number 3 (C48H49F10N6OSbSi2SrTe)?
  1